Record 1
Entry from OMol25: a molecular structure, C2H2F2LaLiO in a non-equilibrium geometry (ωB97M-V/def2-TZVPD).

## Properties
orbital gap: 0.24221 Ha
energy: -10637.258 eV
relative energy (zero: lowest compared OMol25 entry of this formula, charge and spin): 0.0 kcal/mol
E_HOMO: -16.6 eV

Geometry as ORCA input:
```
! wB97M-V def2-TZVPD RIJCOSX def2/J DEFGRID3
* xyz 2 1
F 1.61177 2.87258 0.28454
Li 0.40831 -2.90886 -0.34872
F -3.71937 -1.10348 0.28894
H -2.19916 -0.01638 1.12800
C -2.41562 -0.77019 0.36840
La 1.22227 0.80037 -0.08131
C -1.51794 -1.37490 -0.41478
O -0.19252 -1.16325 -0.26686
H -1.83921 -2.09617 -1.17505
*
```

Here are the Mulliken charges for atoms 1 to 6, given in e: -0.5311 0.8982 -0.1691 0.2019 -0.4301 2.2401

Record 2
Entry from OMol25: a molecular structure, C53H56BrGeMnN4O5Se (ωB97M-V/def2-TZVPD).

## Properties
orbital gap (spin up / spin down): 0.25680 / 0.26011 Ha
energy: -295299.962 eV
relative energy (zero: lowest compared OMol25 entry of this formula, charge and spin): 24.4 kcal/mol
E_HOMO (spin up / spin down): -4.8 / -4.9 eV

Geometry as ORCA input:
```
! wB97M-V def2-TZVPD RIJCOSX def2/J DEFGRID3
* xyz -1 6
H 3.05239 -2.82639 -1.13207
H 5.25271 0.76861 2.62307
C -3.11798 -1.03601 2.73934
H 7.25447 -6.90473 0.97086
H -0.67366 5.75189 -1.48943
C -4.72411 3.23129 4.36785
C 3.69030 -3.70891 -1.20481
C 4.29046 -5.38806 0.58613
C 3.42719 -4.42540 -2.52024
O -0.91876 -1.29446 1.97642
C -2.86544 7.37966 0.50854
H -2.00075 -1.75691 -0.34146
C 4.05101 -1.41070 2.19145
H 4.77846 -1.37917 3.00820
H 5.77223 -3.96669 -3.93690
C -4.93845 1.91441 4.06036
H -1.41872 3.42707 3.60743
Se 0.72723 -3.60907 0.10544
H 2.38587 -4.75592 -2.51195
H -0.61075 -8.07842 1.37226
H -6.27707 2.67364 -5.89389
O 2.92183 -0.61300 2.47820
Br 2.20110 -0.18253 -0.90990
H -3.47889 0.92732 0.32591
C 3.66045 -3.50460 -3.71512
C 2.02380 2.87684 2.78263
H 0.41077 2.94958 -6.30880
C -1.67647 7.07613 -0.13858
H 5.38613 3.20364 2.90328
C -3.88050 4.05406 -3.91139
C -3.88558 1.10086 3.59629
C -1.61240 5.99390 -1.00555
H -5.53860 3.85501 4.71347
C 1.93769 1.50613 2.61913
C -1.59213 -6.19727 1.74203
C 0.37136 3.01773 -5.22821
H -0.79278 7.67563 0.04266
H 3.32231 4.56737 3.00625
H 0.21111 3.19671 -1.37729
H 3.03868 -2.61361 -3.59486
H 1.43688 -7.70260 2.53593
C 3.62621 -5.91286 1.69698
C 0.24973 3.17669 -2.45885
H -4.66334 6.63592 -5.98584
C -0.33648 -7.02831 1.50413
H -5.10294 -0.67632 3.37092
H 2.46920 2.65229 -4.96500
O -1.19074 3.11518 0.56556
H 3.67504 -2.42465 2.08381
H 0.13791 -6.70473 0.57320
H 0.64779 -4.75172 2.63855
H 4.05760 -5.31925 -2.59651
C -3.13075 1.90492 -0.02046
H -6.21775 4.93585 -6.89254
C -2.59039 1.63360 3.45365
C 1.45983 2.93386 -3.09338
C -0.84124 3.25438 -4.59489
Mn 0.42801 -0.51542 0.69408
C -1.62781 2.02880 0.17780
C 1.36197 -5.56966 2.73716
C -4.76409 3.11217 -4.43530
C 5.60057 -5.72950 0.29806
C -3.52387 2.11419 -1.48834
C -1.78743 -0.51992 2.51976
H -3.29159 -2.06776 2.45744
C -3.43476 3.77114 4.21188
C -3.92242 5.52426 -0.59095
H 6.11128 -5.32262 -0.56396
C 3.10401 0.73129 2.58049
Ge -2.67869 3.63714 -2.40385
C -0.92171 3.34016 -3.20255
H -4.92186 6.83088 0.78645
H 3.31573 -4.01052 -4.62005
C -3.99178 6.60178 0.28051
H -4.80218 2.11471 -4.01248
C -2.73329 5.20355 -1.24277
H -2.06947 -6.47287 2.68582
H -1.36322 -5.13179 1.76388
N 0.70857 0.81400 2.42430
O -1.32396 -1.50136 -0.97895
H 5.25533 -2.52501 -4.81335
C -2.39599 2.99775 3.76515
O -0.91097 1.00981 -0.10691
C 4.25482 -6.78967 2.56451
H -1.73432 3.37097 -5.19727
H 4.51719 -1.09478 1.25513
H -4.60223 2.28669 -1.55059
C -1.52357 0.80442 2.94484
H -4.81023 4.92312 -0.75989
C 2.20690 -4.54194 0.61568
C 5.57135 -7.13158 2.27936
N -0.27501 1.37840 2.98025
C -3.86347 5.32396 -4.48916
H -3.26419 4.81865 4.42744
C 6.23113 -6.61317 1.16527
H 0.16782 -7.11525 3.59998
H -3.19067 6.07931 -4.09678
N 2.35000 -5.37645 1.68756
C 5.11841 -3.09117 -3.89164
C -5.56613 4.69007 -6.06302
C 4.41528 2.72880 2.83704
H -2.91269 8.21530 1.19615
H -3.30767 1.22066 -2.08078
H -3.59115 2.67971 0.59428
H -2.31597 -6.35183 0.94150
C 1.52485 2.85705 -4.47603
C -5.59993 3.42282 -5.50174
H 1.87728 -5.45746 3.69413
C 0.67259 -6.92783 2.64716
C -4.69388 5.64311 -5.55357
N 3.39931 -4.54409 -0.04693
H 3.74590 -7.19035 3.43057
H -5.92735 1.47960 4.15563
H 4.72890 -3.38454 -1.11546
H -1.38242 -0.52228 -0.99683
H 5.46013 -2.45586 -3.07360
C -4.10650 -0.26566 3.24277
H 1.10571 3.44801 2.77714
H 2.34898 2.77363 -2.49734
H 6.09319 -7.81578 2.93479
C 3.26175 3.49303 2.89636
C 4.34443 1.34922 2.67777
*
```

Here are the Mulliken charges for atoms 1 to 6, given in e: -0.6491 0.3924 -0.8683 0.3925 0.3173 -0.5916

Q: Which of these has the lowest relative energy (zero: lowest compared OMol25 entry of this formula, charge and spin)?
A: C2H2F2LaLiO

Q: The lowest energy belongs to which entry?
A: C53H56BrGeMnN4O5Se

Q: Which value of energy does entry 2 give?
A: -295299.962 eV

Q: Which formula does entry 1 have?
A: C2H2F2LaLiO